(1)
Formula: C22H35BN
Source: the OMol25 dataset
Level of theory: wB97M-V/def2-TZVPD

Properties
**Total energy**: -25540.13485 eV
**Frontier orbital gap**: 7.1652 eV
**HOMO energy**: -11.3 eV

```
! RIJCOSX wB97M-V def2-TZVPD def2/J DEFGRID3
* xyz 1 1
C 0.351 1.172 2.631
C -0.681 1.084 1.483
C -2.104 0.915 1.907
C -3.132 1.877 1.608
C -2.890 3.267 1.091
C -4.459 1.473 1.698
C -4.818 0.244 2.236
C -6.230 -0.233 2.242
C -3.811 -0.548 2.789
C -2.466 -0.197 2.699
C -1.429 -1.079 3.325
H 0.952 2.089 2.478
H -0.076 1.302 3.637
H 1.092 0.332 2.640
H -0.666 2.186 0.999
H -3.829 3.656 0.712
H -2.558 3.984 1.865
H -2.179 3.275 0.242
H -5.243 2.095 1.241
H -6.279 -1.224 2.703
H -6.861 0.461 2.814
H -6.663 -0.337 1.237
H -4.079 -1.514 3.231
H -1.881 -1.998 3.718
H -0.663 -1.353 2.586
H -0.942 -0.600 4.190
C -0.210 -0.994 -2.946
C 0.602 0.169 -2.407
N 1.637 -0.274 -1.397
C 2.473 -1.373 -2.079
C 3.084 -1.034 -3.303
C 3.899 -1.934 -3.998
C 4.116 -3.202 -3.441
C 3.532 -3.536 -2.219
C 2.697 -2.610 -1.523
C 2.613 0.884 -1.251
C 3.845 0.511 -0.460
C 1.901 2.051 -0.590
B 0.904 -0.769 -0.007
H -0.036 0.148 0.768
H -1.037 -0.622 -3.570
H 0.433 -1.608 -3.590
H -0.636 -1.618 -2.156
H 1.133 0.641 -3.238
H -0.032 0.917 -1.921
H 2.952 -0.018 -3.719
H 4.356 -1.677 -4.963
H 4.737 -3.936 -3.966
H 3.703 -4.520 -1.778
H 2.255 -2.874 -0.539
H 2.913 1.168 -2.265
H 4.471 1.408 -0.279
H 3.616 0.103 0.532
H 4.470 -0.214 -0.991
H 2.607 2.893 -0.509
H 1.040 2.393 -1.151
H 1.584 1.786 0.420
H 0.174 -1.674 -0.277
H 1.749 -0.913 0.811
*
```

How is the electron density shared among the atoms? According to natural (NBO), the charges in e are:
1 C -0.661
2 C -0.156
3 C -0.144
4 C 0.057
5 C -0.647
6 C -0.254
7 C 0.136
8 C -0.659
9 C -0.250
10 C 0.050
11 C -0.638
12 H 0.222
13 H 0.244
14 H 0.226
15 H 0.257
16 H 0.233
17 H 0.236
18 H 0.209
19 H 0.217
20 H 0.221
21 H 0.234
22 H 0.231
23 H 0.215
24 H 0.233
25 H 0.210
26 H 0.231
27 C -0.637
28 C -0.207
29 N -0.480
30 C 0.137
31 C -0.196
32 C -0.204
33 C -0.193
34 C -0.179
35 C -0.235
36 C -0.023
37 C -0.641
38 C -0.630
39 B 0.372
40 H 0.065
41 H 0.243
42 H 0.229
43 H 0.228
44 H 0.216
45 H 0.219
46 H 0.210
47 H 0.240
48 H 0.237
49 H 0.237
50 H 0.244
51 H 0.217
52 H 0.243
53 H 0.226
54 H 0.234
55 H 0.246
56 H 0.216
57 H 0.215
58 H -0.045
59 H -0.055

(2)
Formula: C22H35BrF6O10P2S
Source: the OMol25 dataset
Level of theory: wB97M-V/def2-TZVPD

Properties
**Total energy**: -159617.77512 eV
**Structure (SMILES)**: CCOC[C@@H]1C(=O)O[C@@](S)(P(C)C)[C@]1(CCCCOC=O)P(O)Br.CCOC(=O)C(F)(F)F.CCOC(=O)C(F)(F)F
**Frontier orbital gap**: 8.5608 eV
**HOMO energy**: -8.5 eV

```
! RIJCOSX wB97M-V def2-TZVPD def2/J DEFGRID3
* xyz 0 1
C 0.975 -3.012 6.574
C 0.750 -1.504 6.494
O -0.420 -1.250 5.716
C -0.560 0.090 5.319
C -1.477 0.183 4.090
C -2.920 0.095 4.533
O -3.655 0.964 4.843
O -3.295 -1.213 4.524
C -2.622 -1.909 3.454
S -2.109 -3.541 4.158
P -4.042 -2.113 2.189
C -3.284 -3.090 0.818
C -5.017 -3.450 2.965
C -1.410 -0.927 3.004
C -1.749 -0.264 1.654
C -0.926 0.979 1.233
C -0.472 0.955 -0.245
C 1.032 1.181 -0.441
O 1.555 0.304 -1.452
C 2.426 -0.636 -1.073
O 2.761 -1.520 -1.780
P 0.175 -1.990 2.972
O 0.104 -2.502 1.415
Br 1.785 -0.393 2.730
H 1.196 -3.324 7.598
H 0.085 -3.535 6.221
H 1.818 -3.321 5.951
H 0.617 -1.068 7.494
H 1.607 -1.000 6.027
H 0.417 0.523 5.083
H -1.000 0.705 6.121
H -1.338 1.195 3.701
H -2.753 -3.319 5.308
H -4.008 -3.851 0.514
H -2.352 -3.597 1.089
H -3.098 -2.439 -0.039
H -5.357 -3.142 3.958
H -5.892 -3.598 2.324
H -4.471 -4.391 3.054
H -2.800 0.043 1.704
H -1.698 -1.011 0.860
H -1.563 1.858 1.376
H -0.065 1.135 1.888
H -0.763 0.025 -0.746
H -0.999 1.754 -0.772
H 1.243 2.201 -0.763
H 1.569 1.017 0.504
H 2.815 -0.498 -0.046
H 0.301 -1.837 0.740
C 2.216 6.840 -4.072
C 0.712 6.939 -4.176
O 0.069 5.897 -3.398
C -0.067 6.135 -2.105
O 0.269 7.107 -1.493
C -0.797 4.946 -1.434
F -0.304 3.768 -1.852
F -2.102 4.980 -1.736
F -0.665 5.001 -0.111
H 2.557 5.851 -4.380
H 2.676 7.584 -4.723
H 2.551 7.023 -3.052
H 0.367 6.766 -5.192
H 0.344 7.906 -3.836
C 1.890 -2.908 -4.793
C 3.016 -3.452 -5.638
O 2.990 -2.885 -6.974
C 3.552 -1.697 -7.117
O 4.095 -1.033 -6.284
C 3.459 -1.255 -8.599
F 2.243 -1.483 -9.110
F 4.354 -1.940 -9.331
F 3.728 0.043 -8.717
H 0.929 -3.082 -5.280
H 1.888 -3.400 -3.821
H 2.009 -1.839 -4.622
H 2.916 -4.523 -5.802
H 3.988 -3.254 -5.189
*
```

How is the electron density shared among the atoms? According to Löwdin, the charges in e are:
1 C -0.065
2 C -0.255
3 O -0.218
4 C -0.195
5 C -0.169
6 C -0.467
7 O 0.180
8 O -0.077
9 C -0.797
10 S 0.774
11 P 0.932
12 C -0.286
13 C -0.335
14 C -0.492
15 C -0.214
16 C -0.196
17 C -0.140
18 C -0.186
19 O -0.013
20 C -0.380
21 O 0.102
22 P 0.691
23 O -0.373
24 Br 0.451
25 H 0.073
26 H 0.049
27 H 0.073
28 H 0.122
29 H 0.104
30 H 0.086
31 H 0.146
32 H 0.152
33 H -0.081
34 H 0.040
35 H 0.031
36 H 0.028
37 H 0.041
38 H 0.039
39 H 0.012
40 H 0.093
41 H 0.070
42 H 0.115
43 H 0.029
44 H 0.118
45 H 0.096
46 H 0.116
47 H 0.036
48 H 0.109
49 H 0.033
50 C -0.058
51 C -0.186
52 O 0.033
53 C -0.404
54 O 0.172
55 C -0.534
56 F 0.148
57 F 0.171
58 F 0.170
59 H 0.085
60 H 0.084
61 H 0.080
62 H 0.126
63 H 0.125
64 C -0.062
65 C -0.184
66 O 0.031
67 C -0.405
68 O 0.169
69 C -0.542
70 F 0.163
71 F 0.161
72 F 0.168
73 H 0.083
74 H 0.079
75 H 0.075
76 H 0.124
77 H 0.126

(3)
Formula: C22H35BrMgO2P2
Source: the OMol25 dataset
Level of theory: wB97M-V/def2-TZVPD

Properties
**Total energy**: -121536.85249 eV
**Frontier orbital gap**: 5.6940 eV
**HOMO energy**: -6.4 eV

```
! RIJCOSX wB97M-V def2-TZVPD def2/J DEFGRID3
* xyz 0 1
P -1.310 -1.683 -1.232
P -0.289 1.536 -2.053
C -1.509 -0.911 -2.921
C -0.463 0.161 -3.249
H -2.520 -0.521 -3.041
H -1.388 -1.705 -3.665
H 0.540 -0.245 -3.417
H -0.724 0.635 -4.200
C -1.914 2.246 -1.672
H -1.822 2.869 -0.766
H -2.650 1.446 -1.489
H -2.230 2.872 -2.520
C 0.444 2.743 -3.261
H -0.164 2.778 -4.177
H 1.458 2.436 -3.547
H 0.507 3.741 -2.806
C -2.753 -2.799 -0.964
H -2.512 -3.463 -0.130
H -2.937 -3.431 -1.826
H -3.656 -2.242 -0.656
C -0.256 -2.954 -2.114
H 0.516 -2.426 -2.690
H -0.892 -3.477 -2.839
H 0.234 -3.700 -1.487
Mg -2.488 -0.873 0.803
C 2.783 1.753 -1.493
C 1.573 1.763 -0.759
C 1.233 0.681 0.199
C 2.054 -0.675 0.082
C 2.432 -1.374 -1.194
C 3.057 -1.129 -2.333
C 4.185 -0.197 -2.400
C 4.005 0.912 -1.348
C -2.154 -2.955 1.998
H 2.877 2.459 -2.330
H 1.185 2.789 -0.504
H 0.165 0.448 0.119
H 1.220 1.086 1.224
H 2.802 -0.570 0.865
H 1.338 -1.356 0.562
H 1.846 -2.280 -1.224
H 2.742 -1.658 -3.243
H 4.319 0.275 -3.374
H 5.151 -0.671 -2.208
H 4.072 0.472 -0.345
H 4.856 1.602 -1.414
H -1.341 -2.598 2.656
H -1.798 -3.913 1.476
H -3.053 -3.203 2.630
Br -0.652 2.929 2.574
C -0.712 1.903 4.180
C -0.176 2.390 5.383
C -0.372 1.613 6.548
C -1.311 0.574 6.611
C -1.912 0.151 5.412
C -1.545 0.758 4.198
C -2.008 0.238 2.875
O -3.244 0.190 2.582
O -1.064 -0.178 2.103
H 0.382 3.337 5.393
H 0.096 1.947 7.463
H -1.542 0.047 7.558
H -2.712 -0.590 5.399
*
```

How is the electron density shared among the atoms? According to natural (NBO), the charges in e are:
1 P 0.665
2 P 1.014
3 C -0.688
4 C -0.743
5 H 0.222
6 H 0.227
7 H 0.248
8 H 0.221
9 C -0.971
10 H 0.251
11 H 0.214
12 H 0.229
13 C -0.940
14 H 0.211
15 H 0.246
16 H 0.233
17 C -0.981
18 H 0.313
19 H 0.233
20 H 0.197
21 C -0.877
22 H 0.239
23 H 0.222
24 H 0.240
25 Mg 1.639
26 C -0.304
27 C -0.236
28 C -0.447
29 C -0.474
30 C -0.195
31 C -0.169
32 C -0.446
33 C -0.431
34 C -1.339
35 H 0.177
36 H 0.210
37 H 0.219
38 H 0.236
39 H 0.223
40 H 0.222
41 H 0.187
42 H 0.194
43 H 0.197
44 H 0.216
45 H 0.209
46 H 0.215
47 H 0.199
48 H 0.164
49 H 0.194
50 Br 0.057
51 C -0.056
52 C -0.235
53 C -0.199
54 C -0.214
55 C -0.166
56 C -0.160
57 C 0.763
58 O -0.775
59 O -0.810
60 H 0.233
61 H 0.216
62 H 0.225
63 H 0.234

(4)
Formula: C22H35ClN2O8S2
Source: the OMol25 dataset
Level of theory: wB97M-V/def2-TZVPD

Properties
**Total energy**: -76932.91164 eV
**Structure (SMILES)**: CNCc1ccc2c(c1CCCCN)C(=O)C=C(Cl)C2=O.CCOS(C)(=O)=O.CCOS(C)(=O)=O
**Frontier orbital gap**: 7.7412 eV
**HOMO energy**: -8.6 eV

```
! RIJCOSX wB97M-V def2-TZVPD def2/J DEFGRID3
* xyz 0 1
C 3.766 -1.260 1.640
N 2.502 -1.613 0.981
C 1.408 -0.722 1.383
C 1.075 0.356 0.354
C 1.295 1.649 0.761
C 1.078 2.715 -0.079
C 0.604 2.447 -1.328
C 0.337 1.150 -1.750
C 0.581 0.066 -0.921
C 0.330 -1.366 -1.380
C -0.852 -2.050 -0.647
C -2.131 -1.178 -0.664
C -2.610 -0.843 0.760
N -3.574 0.264 0.743
C -0.233 1.008 -3.150
O -1.092 0.211 -3.466
C 0.330 1.993 -4.147
C 0.607 3.217 -3.735
Cl 1.289 4.368 -4.853
C 0.356 3.586 -2.289
O -0.003 4.689 -1.935
H 4.047 -0.248 1.297
H 3.645 -1.254 2.722
H 4.567 -1.942 1.346
H 2.621 -1.637 -0.019
H 0.521 -1.296 1.672
H 1.741 -0.223 2.300
H 1.651 1.830 1.771
H 1.251 3.754 0.180
H 1.261 -1.934 -1.288
H 0.112 -1.354 -2.449
H -0.518 -2.270 0.368
H -1.062 -2.981 -1.181
H -2.906 -1.755 -1.178
H -2.004 -0.233 -1.200
H -1.734 -0.610 1.384
H -3.139 -1.725 1.142
H -3.414 0.862 -0.057
H -3.540 0.807 1.593
H 0.511 1.693 -5.174
O 5.390 0.614 3.822
S 5.806 1.830 4.451
O 4.938 2.964 4.502
O 7.206 2.274 3.836
C 7.304 2.408 2.405
C 6.649 3.680 1.901
C 6.380 1.481 6.079
H 6.887 1.526 1.915
H 8.369 2.431 2.177
H 5.569 3.650 2.043
H 6.847 3.812 0.837
H 7.025 4.547 2.445
H 7.069 0.642 6.037
H 5.512 1.229 6.683
H 6.867 2.368 6.476
O -6.467 -4.880 -2.053
S -6.118 -3.529 -2.369
O -5.502 -2.679 -1.400
O -7.397 -2.791 -2.967
C -8.609 -2.805 -2.190
C -8.556 -1.832 -1.028
C -5.146 -3.507 -3.839
H -8.826 -3.819 -1.849
H -9.407 -2.515 -2.872
H -7.818 -2.141 -0.287
H -9.527 -1.777 -0.535
H -8.273 -0.837 -1.372
H -5.631 -4.122 -4.592
H -4.169 -3.914 -3.589
H -5.046 -2.478 -4.178
*
```

How is the electron density shared among the atoms? According to natural (NBO), the charges in e are:
1 C -0.406
2 N -0.632
3 C -0.245
4 C -0.040
5 C -0.177
6 C -0.174
7 C -0.127
8 C -0.156
9 C 0.126
10 C -0.445
11 C -0.388
12 C -0.420
13 C -0.206
14 N -0.842
15 C 0.548
16 O -0.509
17 C -0.272
18 C -0.076
19 Cl 0.038
20 C 0.529
21 O -0.483
22 H 0.164
23 H 0.204
24 H 0.200
25 H 0.351
26 H 0.200
27 H 0.201
28 H 0.221
29 H 0.238
30 H 0.208
31 H 0.230
32 H 0.203
33 H 0.212
34 H 0.225
35 H 0.201
36 H 0.155
37 H 0.189
38 H 0.352
39 H 0.357
40 H 0.246
41 O -0.944
42 S 2.387
43 O -0.933
44 O -0.722
45 C -0.077
46 C -0.641
47 C -0.887
48 H 0.198
49 H 0.197
50 H 0.226
51 H 0.218
52 H 0.219
53 H 0.252
54 H 0.255
55 H 0.255
56 O -0.938
57 S 2.385
58 O -0.932
59 O -0.723
60 C -0.077
61 C -0.641
62 C -0.888
63 H 0.198
64 H 0.194
65 H 0.230
66 H 0.215
67 H 0.219
68 H 0.250
69 H 0.253
70 H 0.256